[1]
{
  "formula": "C30H31Cl2N10O2SSeZr",
  "method": "the ωB97M-V functional and the def2-TZVPD basis",
  "multiplicity": 1,
  "mol_weight_da": 836.8,
  "orbital_gap_ev": 6.402,
  "total_charge": 1,
  "species": ["Zr", "Cl", "C", "C", "C", "N", "C", "O", "C", "C", "C", "C", "C", "N", "C", "C", "C", "Cl", "N", "C", "O", "C", "C", "C", "C", "C", "N", "H", "H", "H", "H", "H", "H", "H", "H", "H", "H", "N", "C", "C", "C", "N", "H", "H", "H", "H", "H", "H", "H", "H", "H", "H", "C", "C", "N", "N", "C", "S", "N", "N", "H", "H", "H", "H", "H", "H", "Se", "C", "C", "C", "C", "C", "C", "H", "H", "H", "H", "H"],
  "positions_angstrom": [[-0.225, -0.510, 0.051], [-3.552, -1.041, -6.005], [-3.239, -0.951, -4.314], [-1.941, -1.156, -3.864], [-1.674, -1.094, -2.506], [-0.475, -1.418, -1.870], [0.685, -1.747, -2.456], [1.131, -1.441, -3.553], [1.437, -2.651, -1.507], [2.210, -3.683, -2.006], [2.722, -4.621, -1.125], [2.479, -4.456, 0.230], [1.725, -3.373, 0.647], [1.191, -2.486, -0.193], [-2.710, -0.816, -1.586], [-4.005, -0.620, -2.048], [-4.265, -0.688, -3.411], [-5.881, -0.447, -3.955], [-2.284, -0.843, -0.248], [-3.141, -0.931, 0.799], [-4.347, -0.814, 0.803], [-2.412, -1.338, 2.061], [-3.168, -1.674, 3.171], [-2.532, -2.177, 4.291], [-1.150, -2.300, 4.264], [-0.467, -1.912, 3.130], [-1.070, -1.449, 2.027], [-1.158, -1.380, -4.574], [2.373, -3.743, -3.074], [3.283, -5.470, -1.492], [2.864, -5.156, 0.958], [1.547, -3.205, 1.700], [-4.804, -0.433, -1.350], [-4.238, -1.540, 3.111], [-3.100, -2.471, 5.163], [-0.606, -2.681, 5.117], [0.613, -1.949, 3.114], [2.184, 3.399, -0.263], [1.385, 4.328, -1.087], [0.799, 3.716, -2.369], [-0.567, 3.019, -2.239], [-0.588, 1.554, -1.957], [1.835, 3.381, 0.691], [3.155, 3.693, -0.233], [2.013, 5.175, -1.365], [0.559, 4.707, -0.486], [1.527, 3.059, -2.858], [0.641, 4.554, -3.050], [-1.111, 3.185, -3.171], [-1.131, 3.512, -1.447], [-0.344, 1.087, -2.828], [-1.569, 1.332, -1.804], [4.242, -0.405, -2.824], [4.083, -0.574, -1.364], [4.948, -1.112, -0.565], [4.380, -1.048, 0.671], [3.168, -0.487, 0.661], [2.049, -0.194, 1.878], [2.970, -0.183, -0.641], [1.768, 0.422, -1.043], [5.221, -0.783, -3.108], [4.179, 0.651, -3.099], [3.464, -0.939, -3.370], [4.885, -1.388, 1.472], [1.827, 1.493, -0.691], [1.749, 0.427, -2.058], [-0.852, 1.841, 0.991], [-1.304, 2.147, 2.843], [-2.162, 3.204, 3.124], [-2.504, 3.479, 4.439], [-2.001, 2.701, 5.473], [-1.139, 1.654, 5.187], [-0.779, 1.382, 3.874], [-2.556, 3.799, 2.311], [-3.167, 4.308, 4.652], [-2.271, 2.920, 6.497], [-0.735, 1.051, 5.991], [-0.068, 0.597, 3.661]]
}



[2]
{
  "formula": "C30H31ClIN6OSb2Sn",
  "method": "the ωB97M-V functional and the def2-TZVPD basis",
  "multiplicity": 1,
  "mol_weight_da": 1016.2,
  "orbital_gap_ev": 7.161,
  "total_charge": -1,
  "species": ["Sn", "C", "C", "C", "Sb", "C", "C", "C", "C", "C", "C", "C", "C", "C", "C", "C", "C", "Sb", "C", "C", "C", "C", "C", "C", "C", "C", "C", "C", "C", "C", "H", "H", "H", "H", "H", "H", "H", "H", "H", "H", "H", "H", "H", "H", "H", "H", "H", "H", "H", "H", "H", "H", "H", "H", "H", "H", "N", "N", "N", "C", "N", "N", "H", "H", "H", "Cl", "C", "H", "H", "O", "C", "N", "I"],
  "positions_angstrom": [[3.153, -0.016, 0.620], [-0.068, -1.972, 1.749], [-0.945, -0.895, 2.423], [-0.285, 0.467, 2.724], [0.240, 2.195, 1.451], [-0.164, 1.868, -0.670], [0.906, 1.902, -1.562], [0.728, 1.566, -2.901], [-0.536, 1.240, -3.375], [-1.627, 1.305, -2.518], [-1.440, 1.617, -1.179], [-1.725, 3.133, 1.455], [-1.849, 4.310, 0.709], [-3.089, 4.892, 0.488], [-4.237, 4.309, 1.016], [-4.129, 3.159, 1.785], [-2.881, 2.577, 2.000], [-0.254, -1.747, -0.418], [0.442, -3.372, -1.666], [-0.475, -4.105, -2.423], [-0.065, -4.825, -3.542], [1.269, -4.826, -3.922], [2.195, -4.106, -3.174], [1.780, -3.370, -2.074], [-2.268, -2.527, -0.236], [-2.460, -3.825, 0.251], [-3.737, -4.319, 0.484], [-4.848, -3.515, 0.248], [-4.674, -2.221, -0.223], [-3.391, -1.734, -0.466], [-0.407, -2.967, 2.036], [0.971, -1.870, 2.071], [-1.242, -1.299, 3.396], [-1.874, -0.751, 1.861], [0.666, 0.283, 3.228], [-0.910, 0.998, 3.450], [1.887, 2.206, -1.220], [1.582, 1.551, -3.567], [-0.674, 0.961, -4.413], [-2.623, 1.083, -2.887], [-2.302, 1.654, -0.521], [-0.963, 4.757, 0.267], [-3.166, 5.792, -0.111], [-5.211, 4.737, 0.809], [-5.018, 2.702, 2.204], [-2.824, 1.661, 2.580], [-1.523, -4.110, -2.149], [-0.796, -5.373, -4.126], [1.586, -5.374, -4.801], [3.240, -4.100, -3.461], [2.513, -2.786, -1.524], [-1.597, -4.458, 0.438], [-3.868, -5.329, 0.855], [-5.846, -3.896, 0.434], [-5.536, -1.587, -0.399], [-3.268, -0.723, -0.843], [5.984, 4.170, -0.527], [4.847, 4.182, 0.259], [4.865, 4.559, 1.513], [3.571, 4.486, 1.810], [2.827, 4.093, 0.770], [3.670, 3.901, -0.227], [6.770, 3.975, 0.076], [5.870, 3.434, -1.213], [3.172, 4.725, 2.782], [3.293, 1.452, 3.691], [3.857, -0.019, 2.786], [3.465, -0.874, 3.337], [4.938, -0.010, 2.899], [2.302, -4.185, 0.483], [2.926, -3.170, 0.562], [3.561, -2.153, 0.632], [5.718, 0.510, -0.291]]
}



[3]
{
  "formula": "C30H31MoN6O7S3",
  "method": "the ωB97M-V functional and the def2-TZVPD basis",
  "multiplicity": 1,
  "mol_weight_da": 779.8,
  "orbital_gap_ev": [6.978, 6.833],
  "total_charge": 1,
  "species": ["Mo", "C", "C", "N", "N", "C", "S", "S", "C", "C", "C", "C", "C", "C", "C", "C", "C", "C", "C", "C", "C", "O", "H", "H", "H", "H", "H", "H", "H", "H", "H", "H", "H", "H", "H", "H", "O", "C", "O", "C", "C", "C", "C", "C", "N", "H", "H", "H", "H", "C", "C", "S", "O", "O", "C", "C", "N", "C", "N", "C", "C", "N", "O", "O", "C", "H", "H", "H", "H", "H", "H", "H", "H", "H", "H", "H", "H", "H"],
  "positions_angstrom": [[0.059, -0.371, -0.969], [-3.935, 1.506, -0.544], [-2.766, 0.576, -0.425], [-1.726, 0.743, -1.182], [-1.840, 1.736, -2.143], [-1.027, 1.592, -3.128], [0.153, 0.303, -3.268], [-1.009, 2.723, -4.454], [-2.662, 3.501, -4.333], [-3.706, 2.761, -5.120], [-4.091, 3.224, -6.373], [-5.034, 2.535, -7.123], [-5.601, 1.372, -6.628], [-5.225, 0.903, -5.376], [-4.285, 1.593, -4.628], [-2.851, -0.622, 0.423], [-3.746, -0.692, 1.499], [-3.969, -1.874, 2.174], [-3.333, -3.039, 1.752], [-2.443, -3.006, 0.697], [-2.167, -1.801, 0.063], [-1.215, -1.757, -0.899], [-4.436, 1.340, -1.498], [-3.591, 2.539, -0.544], [-4.660, 1.348, 0.247], [-2.515, 4.505, -4.728], [-2.897, 3.573, -3.274], [-3.650, 4.132, -6.765], [-5.326, 2.910, -8.095], [-6.333, 0.832, -7.213], [-5.669, -0.002, -4.982], [-3.989, 1.220, -3.657], [-4.260, 0.203, 1.819], [-4.654, -1.899, 3.009], [-3.530, -3.978, 2.251], [-1.935, -3.900, 0.362], [2.362, 2.899, -0.170], [1.949, 1.813, -0.461], [0.669, 1.454, -0.457], [2.852, 0.668, -0.843], [4.220, 0.769, -0.963], [4.935, -0.370, -1.295], [4.255, -1.567, -1.478], [2.881, -1.582, -1.351], [2.195, -0.475, -1.042], [4.685, 1.728, -0.789], [6.009, -0.329, -1.413], [4.775, -2.479, -1.732], [2.311, -2.491, -1.514], [6.518, -0.888, 3.584], [5.384, 0.086, 3.868], [3.808, -0.618, 3.393], [3.845, -2.049, 3.568], [3.431, -0.083, 2.102], [2.641, 0.031, 4.584], [1.366, -0.803, 4.597], [0.964, -1.237, 3.257], [0.529, -0.415, 2.278], [0.399, -1.082, 1.135], [0.756, -2.381, 1.385], [1.106, -2.481, 2.684], [1.503, -3.685, 3.364], [1.497, -3.687, 4.577], [1.776, -4.624, 2.651], [0.229, 1.024, 2.474], [7.459, -0.436, 3.891], [6.580, -1.125, 2.523], [6.380, -1.817, 4.131], [5.468, 1.007, 3.293], [5.317, 0.331, 4.928], [2.470, 1.072, 4.313], [3.107, -0.008, 5.567], [0.552, -0.219, 5.024], [1.496, -1.694, 5.202], [0.719, -3.167, 0.650], [-0.315, 1.185, 3.405], [-0.368, 1.386, 1.642], [1.150, 1.609, 2.493]]
}



[4]
{
  "formula": "C30H31N11P2ReS2",
  "method": "the ωB97M-V functional and the def2-TZVPD basis",
  "multiplicity": 2,
  "mol_weight_da": 857.9,
  "orbital_gap_ev": [7.152, 7.045],
  "species": ["Re", "S", "P", "C", "P", "S", "C", "C", "C", "C", "C", "C", "C", "C", "C", "C", "C", "C", "C", "C", "C", "C", "C", "C", "C", "C", "C", "C", "C", "C", "H", "H", "H", "H", "H", "H", "H", "H", "H", "H", "H", "H", "H", "H", "H", "H", "H", "H", "H", "H", "N", "C", "N", "N", "N", "N", "C", "N", "N", "N", "N", "H", "N", "C", "C", "C", "N", "H", "H", "H", "H", "H", "H", "H", "H", "H", "H"],
  "positions_angstrom": [[0.177, 0.420, -0.154], [1.216, 1.624, 1.695], [2.238, -0.126, 1.766], [1.254, -1.020, 0.605], [1.091, -2.808, 0.639], [-0.502, -3.409, 1.621], [2.594, -3.552, 1.359], [3.787, -3.590, 0.638], [4.934, -4.122, 1.208], [4.891, -4.638, 2.496], [3.701, -4.622, 3.210], [2.557, -4.079, 2.646], [1.118, -3.374, -1.087], [0.516, -4.595, -1.391], [0.559, -5.085, -2.686], [1.193, -4.358, -3.688], [1.794, -3.145, -3.389], [1.763, -2.653, -2.088], [3.975, 0.128, 1.378], [4.664, 1.081, 2.131], [6.000, 1.330, 1.875], [6.653, 0.635, 0.862], [5.966, -0.298, 0.102], [4.625, -0.549, 0.357], [2.220, -0.865, 3.421], [3.379, -1.233, 4.098], [3.294, -1.841, 5.342], [2.055, -2.096, 5.909], [0.893, -1.741, 5.233], [0.977, -1.125, 3.997], [3.824, -3.218, -0.380], [5.857, -4.142, 0.643], [5.785, -5.060, 2.940], [3.662, -5.032, 4.212], [1.624, -4.062, 3.197], [0.005, -5.147, -0.610], [0.090, -6.034, -2.918], [1.214, -4.740, -4.701], [2.289, -2.570, -4.162], [2.231, -1.700, -1.867], [4.153, 1.636, 2.910], [6.531, 2.072, 2.458], [7.697, 0.836, 0.658], [6.465, -0.819, -0.705], [4.078, -1.243, -0.266], [4.350, -1.069, 3.649], [4.200, -2.126, 5.862], [1.990, -2.573, 6.879], [-0.076, -1.951, 5.666], [0.071, -0.866, 3.464], [0.571, 3.110, -2.544], [1.555, 2.173, -2.421], [2.668, 2.213, -3.129], [3.361, 1.132, -2.733], [2.726, 0.469, -1.849], [1.530, 1.104, -1.609], [-0.608, 3.088, -1.849], [-1.577, 3.979, -2.008], [-2.524, 3.599, -1.145], [-2.162, 2.542, -0.512], [-0.920, 2.171, -0.940], [0.734, 3.872, -3.180], [-1.621, 0.333, 1.024], [-2.673, -0.690, 0.779], [-3.002, -0.839, -0.697], [-1.942, -1.574, -1.500], [-0.759, -0.717, -1.779], [-1.357, 0.333, 2.005], [-2.044, 1.253, 0.828], [-3.568, -0.394, 1.329], [-2.315, -1.636, 1.181], [-3.201, 0.142, -1.139], [-3.935, -1.402, -0.772], [-2.360, -1.913, -2.450], [-1.587, -2.450, -0.954], [-1.026, -0.024, -2.474], [-0.047, -1.294, -2.220]]
}



[5]
{
  "formula": "C30H32AsCoN4OS",
  "method": "the ωB97M-V functional and the def2-TZVPD basis",
  "multiplicity": 2,
  "mol_weight_da": 630.5,
  "orbital_gap_ev": [7.019, 7.020],
  "total_charge": -1,
  "species": ["Co", "C", "C", "C", "C", "C", "C", "C", "C", "S", "C", "N", "C", "C", "C", "C", "C", "C", "C", "C", "H", "H", "H", "H", "H", "H", "H", "H", "H", "H", "H", "H", "H", "H", "H", "H", "N", "C", "O", "C", "C", "N", "C", "N", "H", "H", "C", "As", "C", "C", "H", "H", "H", "H", "H", "H", "H", "H", "H", "C", "C", "C", "C", "C", "C", "H", "H", "H", "H", "H"],
  "positions_angstrom": [[-0.744, 1.132, -0.330], [2.569, -3.455, 1.429], [3.283, -3.321, 0.079], [4.648, -4.004, 0.182], [2.459, -4.032, -1.002], [3.405, -1.842, -0.293], [4.629, -1.251, -0.637], [4.725, 0.093, -0.950], [3.568, 0.856, -0.942], [3.388, 2.567, -1.177], [1.681, 2.405, -0.900], [1.266, 1.193, -0.679], [2.325, 0.283, -0.646], [2.258, -1.061, -0.299], [0.746, 3.522, -0.792], [1.126, 4.843, -1.015], [0.219, 5.860, -0.773], [-1.045, 5.532, -0.298], [-1.403, 4.202, -0.106], [-0.533, 3.130, -0.352], [2.523, -4.508, 1.719], [1.547, -3.079, 1.394], [3.082, -2.902, 2.216], [4.505, -5.046, 0.476], [5.278, -3.527, 0.937], [5.182, -3.999, -0.771], [2.352, -5.092, -0.757], [2.944, -3.951, -1.979], [1.460, -3.600, -1.082], [5.533, -1.843, -0.647], [5.684, 0.539, -1.184], [1.301, -1.474, -0.023], [2.126, 5.079, -1.366], [0.495, 6.894, -0.936], [-1.756, 6.321, -0.077], [-2.409, 4.009, 0.262], [-1.661, 2.320, 2.742], [-0.963, 1.142, 2.747], [-0.326, 0.818, 1.725], [-0.997, 0.366, 3.944], [-0.308, -0.867, 4.016], [0.238, -1.883, 4.090], [-1.755, 0.813, 5.047], [-2.372, 1.245, 5.927], [-2.278, 2.570, 3.493], [-1.619, 2.865, 1.899], [-4.497, 1.623, 0.630], [-3.124, 1.241, -0.702], [-3.638, 2.545, -2.069], [-3.938, -0.337, -1.498], [-5.466, 1.683, 0.135], [-4.288, 2.563, 1.138], [-4.507, 0.824, 1.370], [-4.595, 2.265, -2.511], [-2.866, 2.566, -2.838], [-3.711, 3.540, -1.638], [-5.009, -0.175, -1.628], [-3.754, -1.206, -0.868], [-3.469, -0.519, -2.465], [-1.463, -3.531, -1.299], [-1.059, -2.643, -2.288], [-0.801, -1.314, -1.965], [-0.931, -0.805, -0.664], [-1.324, -1.735, 0.310], [-1.583, -3.069, 0.008], [-1.662, -4.569, -1.537], [-0.938, -2.989, -3.309], [-0.476, -0.650, -2.766], [-1.405, -1.416, 1.345], [-1.875, -3.753, 0.798]]
}



[6]
{
  "formula": "C30H32BClI2N10NaO2",
  "method": "the ωB97M-V functional and the def2-TZVPD basis",
  "multiplicity": 1,
  "mol_weight_da": 887.7,
  "orbital_gap_ev": 5.024,
  "total_charge": -1,
  "species": ["Na", "Cl", "C", "C", "C", "C", "O", "C", "C", "N", "C", "C", "C", "C", "C", "C", "C", "C", "N", "C", "C", "H", "H", "H", "H", "H", "H", "H", "H", "H", "H", "C", "C", "N", "N", "C", "B", "N", "C", "C", "C", "N", "N", "C", "C", "C", "N", "H", "H", "H", "H", "H", "H", "H", "H", "H", "H", "I", "I", "C", "N", "C", "C", "O", "N", "C", "C", "H", "H", "H", "H", "H", "H", "H", "H", "H", "H", "H", "H"],
  "positions_angstrom": [[0.798, 0.180, 0.424], [-4.853, 5.202, -0.977], [-3.407, 4.276, -0.613], [-2.219, 4.557, -1.302], [-1.084, 3.842, -1.047], [-1.038, 2.774, -0.076], [0.014, 2.137, 0.150], [-2.281, 2.534, 0.621], [-2.387, 1.555, 1.674], [-1.448, 0.767, 2.046], [-1.634, -0.014, 3.180], [-2.255, 0.430, 4.322], [-2.324, -0.376, 5.479], [-1.745, -1.610, 5.507], [-1.070, -2.094, 4.357], [-0.410, -3.346, 4.332], [0.239, -3.737, 3.202], [0.215, -2.880, 2.076], [-0.405, -1.729, 2.054], [-1.027, -1.313, 3.187], [-3.427, 3.290, 0.336], [-2.212, 5.351, -2.039], [-0.162, 4.061, -1.572], [-3.367, 1.516, 2.178], [-2.654, 1.435, 4.344], [-2.826, 0.008, 6.357], [-1.776, -2.224, 6.398], [-0.418, -3.967, 5.221], [0.775, -4.674, 3.143], [0.752, -3.139, 1.169], [-4.342, 3.082, 0.880], [3.727, 2.629, -1.511], [3.102, 2.632, -0.258], [3.058, 1.420, 0.269], [3.638, 0.602, -0.639], [4.053, 1.304, -1.704], [3.876, -0.925, -0.419], [2.877, -1.777, -1.261], [3.015, -2.080, -2.561], [1.923, -2.823, -2.958], [1.159, -2.925, -1.789], [1.733, -2.295, -0.778], [3.784, -1.281, 1.064], [4.748, -1.863, 1.800], [4.293, -1.994, 3.091], [3.002, -1.444, 3.040], [2.705, -1.020, 1.826], [3.912, 3.457, -2.172], [2.653, 3.452, 0.278], [4.560, 0.811, -2.517], [4.985, -1.189, -0.822], [3.889, -1.762, -3.104], [1.722, -3.235, -3.931], [0.208, -3.412, -1.639], [5.683, -2.134, 1.341], [4.810, -2.412, 3.936], [2.277, -1.337, 3.832], [-2.463, -4.031, 0.802], [-4.436, -5.368, -0.380], [0.868, 1.449, -3.244], [-0.522, 1.062, -3.341], [-1.123, 1.099, -4.653], [-1.032, 0.298, -2.325], [-0.310, -0.204, -1.478], [-2.393, 0.078, -2.349], [-3.302, 1.149, -2.727], [-2.889, -0.846, -1.352], [1.007, 2.400, -3.763], [1.533, 0.701, -3.689], [1.140, 1.590, -2.200], [-0.362, 0.859, -5.401], [-1.542, 2.081, -4.895], [-1.917, 0.359, -4.725], [-3.835, 0.933, -3.658], [-2.763, 2.087, -2.833], [-4.036, 1.287, -1.931], [-2.172, -1.651, -1.214], [-3.839, -1.265, -1.690], [-3.032, -0.358, -0.381]]
}